{"formula": "C33H56InN6O3S2Si", "method": "ωB97M-V/def2-TZVPD", "homo_energy_ev": -9.39, "de_lowest_kcal_mol": 52.2, "charge": 1, "lumo_energy_ev": -3.480, "symbols": ["In", "C", "N", "C", "C", "O", "C", "O", "C", "C", "O", "N", "C", "C", "H", "H", "H", "H", "H", "H", "H", "H", "H", "H", "H", "H", "H", "H", "H", "H", "C", "S", "C", "S", "N", "N", "C", "C", "C", "C", "C", "C", "N", "H", "H", "H", "H", "H", "H", "H", "H", "C", "C", "C", "C", "Si", "C", "C", "C", "C", "C", "C", "C", "C", "H", "H", "H", "H", "H", "H", "H", "H", "H", "H", "H", "H", "H", "H", "H", "H", "H", "H", "H", "H", "H", "H", "H", "H", "H", "H", "H", "C", "C", "C", "N", "C", "C", "H", "H", "H", "H", "H"], "coordinates": [[0.59211, -0.34651, -0.32769], [-4.57474, -0.08583, -1.60075], [-3.74589, -1.12057, -2.20515], [-4.34828, -1.80960, -3.33434], [-2.46340, -1.23877, -1.81095], [-1.98331, -0.50402, -0.95248], [-1.62348, -2.31029, -2.50391], [-0.36112, -2.47979, -1.91302], [-0.13515, -3.69985, -1.24028], [-0.37715, -3.54696, 0.25480], [-0.65068, -2.43853, 0.71609], [-0.27569, -4.64387, 1.01413], [-0.37829, -4.53167, 2.46704], [0.18760, -5.92920, 0.51273], [-5.59306, -0.45820, -1.50225], [-4.58804, 0.81858, -2.21549], [-4.17822, 0.16358, -0.62144], [-5.32097, -2.20512, -3.04252], [-3.73660, -2.63300, -3.68691], [-4.49687, -1.11581, -4.16590], [-1.45309, -1.97225, -3.53220], [-2.16833, -3.25566, -2.53466], [0.91440, -3.95398, -1.38969], [-0.75276, -4.49664, -1.66115], [-0.63915, -3.51029, 2.72311], [0.57897, -4.77826, 2.92559], [-1.14855, -5.21214, 2.83304], [-0.18705, -6.13369, -0.48774], [-0.18101, -6.70942, 1.17503], [1.28003, -5.97621, 0.49872], [4.33083, -3.65031, 3.33577], [3.18002, -4.36516, 2.13136], [2.78261, -2.87966, 1.21032], [2.12373, -1.53653, 2.00716], [3.10776, -2.95900, -0.03491], [2.77049, -2.01000, -0.92814], [3.70429, -1.72862, -1.75640], [3.46964, -1.01725, -3.01190], [4.49348, -0.97995, -3.95693], [4.23535, -0.46007, -5.21201], [2.95649, -0.00925, -5.48965], [2.01367, -0.04953, -4.47230], [2.25720, -0.51355, -3.25235], [4.66277, -4.46645, 3.97331], [5.17868, -3.22313, 2.80581], [3.82068, -2.89193, 3.92350], [4.69492, -2.15300, -1.60242], [5.46672, -1.38500, -3.71237], [5.00949, -0.42424, -5.96684], [2.69628, 0.37077, -6.46755], [1.01113, 0.32237, -4.64585], [2.37536, 1.50950, 3.17973], [1.33433, 2.59616, 2.89040], [0.93842, 3.27993, 4.21309], [2.01393, 3.62947, 1.98391], [-0.28163, 1.90574, 2.10574], [-1.22302, 3.15815, 0.99418], [-2.49812, 2.52221, 0.42101], [-1.60499, 4.39133, 1.83220], [-0.36083, 3.61045, -0.19007], [-1.36788, 0.75850, 3.18789], [-0.49594, -0.10911, 4.10679], [-2.24056, -0.18416, 2.34654], [-2.27798, 1.65229, 4.04993], [3.27466, 1.98694, 3.57944], [2.65479, 0.97314, 2.27561], [2.03640, 0.77931, 3.91170], [1.84730, 3.63734, 4.70414], [0.44421, 2.59374, 4.90104], [0.28082, 4.13700, 4.05671], [2.95287, 3.93669, 2.45215], [1.41147, 4.52670, 1.85045], [2.25671, 3.20968, 1.00638], [-3.25586, 2.36496, 1.18981], [-2.28209, 1.57308, -0.07126], [-2.92310, 3.20141, -0.32494], [-2.32044, 4.15025, 2.61972], [-2.06813, 5.12924, 1.17111], [-0.73720, 4.86357, 2.29403], [0.04916, 2.75453, -0.71532], [0.45284, 4.26286, 0.11040], [-0.98566, 4.17242, -0.89186], [0.18083, -0.74528, 3.53621], [-1.14837, -0.75760, 4.69825], [0.08945, 0.48938, 4.80490], [-1.64526, -0.80732, 1.68282], [-2.97373, 0.35475, 1.75034], [-2.78856, -0.84354, 3.02654], [-1.71567, 2.35530, 4.66701], [-2.85332, 1.00864, 4.72063], [-2.98729, 2.21947, 3.44500], [-0.53243, 3.75563, -4.50817], [-1.58362, 2.99512, -4.01761], [-1.30401, 2.00190, -3.09190], [-0.07598, 1.74905, -2.64209], [0.92690, 2.47893, -3.12643], [0.75230, 3.48456, -4.06370], [-0.71524, 4.55233, -5.21721], [-2.60036, 3.17744, -4.33848], [-2.09503, 1.38733, -2.67484], [1.91085, 2.24957, -2.72810], [1.60032, 4.04446, -4.43315]]}


{"formula": "C33H57Br14N2O2", "method": "ωB97M-V/def2-TZVPD", "homo_energy_ev": [-8.20, -8.86], "lumo_energy_ev": [0.384, 0.348], "spin_multiplicity": 2, "s2": 0.754, "symbols": ["C", "C", "C", "C", "C", "C", "C", "C", "N", "O", "C", "C", "C", "C", "C", "C", "C", "C", "C", "C", "C", "N", "O", "H", "H", "H", "H", "H", "H", "H", "H", "H", "H", "H", "H", "H", "H", "H", "H", "H", "H", "H", "H", "H", "H", "H", "H", "H", "H", "H", "H", "H", "Br", "C", "C", "Br", "H", "H", "H", "H", "Br", "C", "C", "Br", "H", "H", "H", "H", "Br", "C", "C", "Br", "H", "H", "H", "H", "Br", "C", "C", "Br", "H", "H", "H", "H", "Br", "C", "C", "Br", "H", "H", "H", "H", "Br", "C", "C", "Br", "H", "H", "H", "H", "Br", "C", "C", "Br", "H", "H", "H", "H"], "coordinates": [[0.26378, -1.94130, -1.24580], [0.49990, -0.41546, -0.84390], [0.93288, -0.46975, 0.69459], [-0.90311, 0.31803, -0.86965], [-1.04935, 1.46856, -1.94675], [-2.60244, 1.51326, -2.32384], [-3.53285, 1.73754, -1.06822], [-4.57553, 0.60568, -0.83506], [-5.90457, 1.04509, -0.45460], [-4.36320, -0.58261, -0.90678], [-0.64186, 2.92146, -1.45231], [0.07035, 2.99872, -0.07331], [-0.77049, 3.33653, 1.08651], [-0.19895, 3.41310, 2.41346], [1.21561, 3.15506, 2.62839], [2.07408, 2.85957, 1.50481], [1.47721, 2.79116, 0.17565], [-0.30602, 0.98570, -3.25983], [1.18548, 0.51530, -3.03902], [2.11434, 1.73547, -3.51163], [1.47556, -0.65247, -4.05117], [1.55900, 0.24820, -1.62994], [2.69871, -0.35143, -1.56076], [1.21770, -2.51361, -1.18113], [-0.27161, -2.04423, -2.22114], [-0.45034, -2.33095, -0.46861], [2.02267, -0.66126, 0.83061], [0.60821, 0.44416, 1.25126], [0.39438, -1.33027, 1.17929], [-1.65441, -0.47183, -1.15877], [-1.20435, 0.62621, 0.16695], [-2.83805, 0.47375, -2.69369], [-2.82171, 2.19950, -3.17649], [-4.11581, 2.68072, -1.24063], [-2.97391, 1.88184, -0.10991], [-5.88717, 1.42799, 0.49647], [-6.56234, 0.26489, -0.47292], [-0.01749, 3.44092, -2.23150], [-1.56912, 3.55468, -1.36503], [-1.85786, 3.52962, 0.93544], [-0.85574, 3.65787, 3.27567], [1.67958, 3.17756, 3.63804], [3.16571, 2.64900, 1.57804], [2.12231, 2.55304, -0.70437], [-0.30757, 1.85992, -3.96958], [-0.90561, 0.16016, -3.72090], [2.42925, 1.62632, -4.58039], [3.04099, 1.78756, -2.88322], [1.59727, 2.71982, -3.41262], [1.40211, -0.20013, -5.08074], [2.49768, -1.09073, -3.98015], [0.72556, -1.48116, -4.03546], [1.97945, -4.20790, 1.09441], [3.45234, -5.40614, 0.66561], [4.21938, -4.90976, -0.53004], [3.25856, -5.26619, -2.18633], [3.02604, -6.39732, 0.52527], [4.08745, -5.41051, 1.55108], [5.16479, -5.44320, -0.62925], [4.41293, -3.83942, -0.49950], [-0.16865, 7.69769, -0.43648], [-1.36714, 8.21694, 1.00794], [-1.87806, 7.01282, 1.75468], [-3.26840, 6.09305, 0.74764], [-2.16025, 8.81392, 0.56359], [-0.76692, 8.84709, 1.66352], [-2.35439, 7.31299, 2.68771], [-1.10241, 6.27867, 1.96729], [4.18250, 0.24286, 3.10536], [2.92979, 0.78301, 4.49647], [2.43162, -0.40470, 5.27912], [1.09751, -1.40016, 4.27187], [2.13190, 1.33796, 4.00623], [3.49368, 1.45675, 5.14138], [1.92076, -0.08173, 6.18587], [3.21923, -1.10680, 5.54312], [-0.00333, -1.70576, 7.94793], [-1.24444, -2.52691, 6.69125], [-2.56173, -2.84523, 7.34974], [-2.43229, -4.43539, 8.46782], [-0.74673, -3.40233, 6.28101], [-1.37881, -1.78861, 5.90220], [-3.31551, -3.08542, 6.60069], [-2.92886, -2.04156, 7.98393], [6.86350, -3.37783, 1.51011], [7.70022, -3.41643, -0.24829], [7.73319, -2.03989, -0.85555], [5.97885, -1.53641, -1.52923], [7.14972, -4.13730, -0.84864], [8.71027, -3.78838, -0.07870], [8.39298, -2.01595, -1.72236], [8.03791, -1.26826, -0.15220], [-6.81248, 4.42231, -4.65849], [-7.80675, 3.63953, -3.17790], [-7.89758, 4.59101, -2.01337], [-6.22028, 4.66167, -1.02845], [-7.31585, 2.70183, -2.92605], [-8.79782, 3.43063, -3.57974], [-8.63684, 4.24420, -1.29198], [-8.13554, 5.61051, -2.30792], [0.27522, -7.86408, -0.91665], [-0.72394, -7.89201, -2.58830], [0.00345, -8.67479, -3.65126], [1.48288, -7.65226, -4.39839], [-0.90419, -6.85632, -2.86730], [-1.67261, -8.36899, -2.34381], [-0.65499, -8.87892, -4.49509], [0.41826, -9.61115, -3.28537]]}


{"formula": "C33H57Cl22NO4", "method": "ωB97M-V/def2-TZVPD", "homo_energy_ev": -8.11, "de_lowest_kcal_mol": 141.7, "smiles": "[H]/N=C(\\C)COC(=O)OCOc1ccccc1.ClCCCl.ClCCCl.ClCCCl.ClCCCl.ClCCCl.ClCCCl.ClCCCl.ClCCCl.ClCCCl.ClCCCl.ClCCCl", "lumo_energy_ev": 0.206, "symbols": ["H", "N", "C", "C", "C", "O", "C", "O", "O", "C", "O", "C", "C", "C", "C", "C", "C", "H", "H", "H", "H", "H", "H", "H", "H", "H", "H", "H", "H", "Cl", "C", "C", "Cl", "H", "H", "H", "H", "Cl", "C", "C", "Cl", "H", "H", "H", "H", "Cl", "C", "C", "Cl", "H", "H", "H", "H", "Cl", "C", "C", "Cl", "H", "H", "H", "H", "Cl", "C", "C", "Cl", "H", "H", "H", "H", "Cl", "C", "C", "Cl", "H", "H", "H", "H", "Cl", "C", "C", "Cl", "H", "H", "H", "H", "Cl", "C", "C", "Cl", "H", "H", "H", "H", "Cl", "C", "C", "Cl", "H", "H", "H", "H", "Cl", "C", "C", "Cl", "H", "H", "H", "H", "Cl", "C", "C", "Cl", "H", "H", "H", "H"], "coordinates": [[-3.44409, 1.27668, 2.92924], [-2.99072, 0.34856, 2.77963], [-3.46524, -0.10115, 1.63782], [-4.51625, 0.77421, 0.80276], [-2.90839, -1.53098, 1.10572], [-3.11303, -1.53379, -0.33346], [-2.07778, -2.19494, -1.02775], [-2.41469, -2.85710, -2.05137], [-0.69225, -2.14339, -0.71398], [-0.07285, -0.88947, -1.09925], [-0.81779, 0.30091, -0.71607], [-1.03593, 0.99961, -1.96727], [0.02587, 1.96099, -2.56380], [-0.30389, 2.62074, -3.93114], [-1.61518, 2.39880, -4.74720], [-2.68359, 1.45669, -4.12941], [-2.35934, 0.78579, -2.73597], [-5.43741, 0.94666, 1.47715], [-4.84893, 0.30727, -0.18201], [-4.09207, 1.81668, 0.55201], [-1.82076, -1.57339, 1.44325], [-3.48701, -2.36502, 1.65655], [0.06864, -0.88778, -2.23873], [0.98940, -0.87013, -0.64178], [1.01903, 2.16588, -2.01968], [0.47002, 3.32985, -4.39819], [-1.86581, 2.89126, -5.74052], [-3.68579, 1.20888, -4.63550], [-3.20095, 0.10893, -2.33173], [-3.64459, 2.48753, 4.59308], [-2.52545, 1.56479, 5.62722], [-2.53708, 2.05056, 7.06187], [-1.82426, 3.67680, 7.22885], [-1.52897, 1.63042, 5.18888], [-2.84637, 0.52198, 5.58621], [-1.94356, 1.37953, 7.68476], [-3.54788, 2.08202, 7.46451], [-0.82654, 3.25153, -9.75445], [0.73990, 3.66151, -9.00866], [1.21538, 2.58910, -8.04934], [0.20070, 2.49787, -6.58464], [0.63589, 4.62676, -8.51176], [1.45813, 3.77418, -9.82387], [2.23308, 2.81166, -7.71647], [1.22069, 1.60363, -8.52013], [4.30690, 3.27027, -8.32353], [5.71461, 2.19283, -8.11596], [5.84116, 1.66570, -6.69534], [6.28242, 2.93428, -5.52664], [6.60619, 2.74123, -8.42381], [5.57402, 1.35712, -8.80468], [6.62917, 0.91141, -6.65088], [4.91119, 1.20585, -6.35518], [-5.83503, -0.59531, 6.63801], [-4.71609, -1.52453, 7.66729], [-4.72839, -1.04421, 9.10488], [-4.01625, 0.58031, 9.27550], [-3.71900, -1.45684, 7.23036], [-5.03718, -2.56747, 7.62267], [-4.13515, -1.71729, 9.72672], [-5.74189, -1.01387, 9.50934], [-4.15372, -4.55119, 1.20764], [-2.72173, -5.59403, 1.39622], [-2.56279, -6.09530, 2.81698], [-2.13198, -4.78593, 3.94758], [-1.84601, -5.02968, 1.06923], [-2.85430, -6.43896, 0.71731], [-1.75628, -6.83084, 2.86265], [-3.47692, -6.56919, 3.18017], [0.05702, -0.39578, 5.84946], [0.46073, -1.99062, 6.53242], [-0.76025, -2.71014, 7.07013], [-1.42129, -1.92204, 8.52617], [1.21575, -1.84586, 7.30737], [0.90863, -2.57520, 5.72610], [-0.49367, -3.72962, 7.35584], [-1.55575, -2.76374, 6.32379], [0.18913, -7.63773, 2.04042], [1.83743, -7.20633, 2.56204], [2.23443, -7.91161, 3.84289], [1.31002, -7.32243, 5.24804], [1.88556, -6.12117, 2.66937], [2.51133, -7.49819, 1.75404], [3.28887, -7.72642, 4.05691], [2.08766, -8.99077, 3.76956], [4.38898, -6.54556, 8.78497], [2.91122, -7.51239, 8.54724], [3.04731, -8.91394, 9.10715], [4.20301, -9.90034, 8.17638], [2.68422, -7.52729, 7.47994], [2.10337, -6.98564, 9.05982], [2.08443, -9.42655, 9.06114], [3.37539, -8.90031, 10.14822], [-3.82934, 2.64146, -2.05309], [-4.75035, 4.16029, -1.86988], [-4.03448, 5.16173, -0.98481], [-3.98124, 4.63957, 0.71806], [-5.73940, 3.91300, -1.47807], [-4.87572, 4.57590, -2.87229], [-4.56060, 6.11830, -1.00575], [-3.00884, 5.33083, -1.31900], [1.51196, 6.29096, -6.57616], [3.07310, 6.70563, -5.82415], [3.55335, 5.62811, -4.87302], [2.53644, 5.51780, -3.41369], [2.96116, 7.66660, -5.31855], [3.79151, 6.83021, -6.63563], [4.56680, 5.85444, -4.53593], [3.56679, 4.64609, -5.35073], [6.99435, 4.54811, -10.37711], [7.21464, 6.16939, -9.67312], [7.46873, 6.11951, -8.17872], [6.03087, 5.59554, -7.26236], [6.33046, 6.76388, -9.91010], [8.07202, 6.61816, -10.17893], [7.72884, 7.11555, -7.81495], [8.29011, 5.44318, -7.93338]]}


Result set for E_tot: -84928.7434, -1022813.7949, -320313.3998 eV, one per record in the order listed.